Entry i
The following is a DFT calculation (ωB97M-V with the def2-TZVPD basis set) of a structure of composition C2H3N3O2.

Its frontier orbital gap is 8.8 eV. Its HOMO energy is -9.20 eV.

```
10
Properties=species:S:1:pos:R:3:lowdin_charge:R:1
C -0.30526 1.41720 0.20402 -0.048
C 0.70758 0.51458 -0.18812 -0.498
H 0.59702 -1.97360 1.06126 0.279
H -0.25898 2.50314 0.41919 0.128
H 2.03833 1.60656 -0.97152 0.135
N -0.02238 -0.62645 -0.27226 -0.169
N -1.43689 0.82153 0.58984 0.064
N 1.90313 0.50413 -0.60398 0.109
O 0.33688 -1.89412 -0.13335 0.014
O -1.32403 -0.43354 0.30841 -0.014
```



Entry ii
The following is a DFT calculation (ωB97M-V with the def2-TZVPD basis set) of a structure of composition C2H3N3O2.

Its frontier orbital gap is 9.3 eV. Its HOMO energy is -8.57 eV.

```
10
Properties=species:S:1:pos:R:3:lowdin_charge:R:1
C 0.06528 0.11430 0.18837 -0.500
C -0.34902 -0.68519 -1.64341 -0.197
H -0.45481 2.09883 2.64117 0.129
H 1.76507 -1.09013 0.47938 0.248
H -0.93245 -0.79728 -2.49071 0.114
N 0.21033 0.79859 1.26757 0.043
N 0.67565 -1.11508 0.01570 0.009
N 0.42776 -1.61146 -1.26676 0.113
O -0.69024 1.94638 1.64041 -0.119
O -0.71757 0.34103 -0.83171 0.158
```



Entry iii
The following is a DFT calculation (ωB97M-V with the def2-TZVPD basis set) of the molecule C2H3N3O2.

Its frontier orbital gap is 10.7 eV. Its HOMO energy is -10.10 eV.

```
10
Properties=species:S:1:pos:R:3:lowdin_charge:R:1
C 0.91824 -0.98286 -0.10591 -0.122
C 0.31975 1.16830 0.02212 -0.618
H -2.15261 -0.24738 -0.57638 0.129
H -1.67415 -0.01695 0.97313 0.093
H 0.75522 -2.12423 -0.32502 0.176
N -1.43955 -0.55669 0.14916 0.091
N -0.15533 -0.11098 -0.15741 -0.099
N 2.02727 -0.34389 0.00643 0.116
O 1.61143 1.02799 0.15920 0.065
O -0.21026 2.18668 -0.14531 0.169
```



Which structure wins on stability? entry iii wins.



Entry i
The following is a DFT calculation (ωB97M-V with the def2-TZVPD basis set) of the molecule C2H5ClN2S.

Its frontier orbital gap is 9.1 eV. Its HOMO energy is -9.10 eV.

```
11
Properties=species:S:1:pos:R:3:lowdin_charge:R:1
C 0.30504 0.85535 0.02135 -0.260
C -0.48446 0.20981 -1.12361 -0.387
N 1.05376 -0.28067 0.62276 -0.188
N 0.27341 -1.50170 0.68237 -0.747
S -0.50624 -1.63597 -0.76789 0.816
Cl -0.96810 -1.09930 2.10045 0.349
H 1.00517 1.44555 -0.62194 0.123
H -0.22960 1.42102 0.76018 0.087
H -1.55966 0.49700 -1.22877 0.082
H -0.12163 0.16292 -2.09329 0.023
H 1.23231 -0.07401 1.64839 0.101
```



Entry ii
The following is a DFT calculation (ωB97M-V with the def2-TZVPD basis set) of a cluster of 2 separate species, C2H5ClN2S in total.

Its frontier orbital gap (spin up / spin down) is 5.7 / 5.7 eV. Its HOMO energy (spin up / spin down) is -8.22 / -8.22 eV.

```
11
Properties=species:S:1:pos:R:3:lowdin_charge:R:1
C -0.41455 0.53176 -0.43343 -0.257
C 0.15743 -0.14549 0.62831 -0.370
N -0.38816 0.19738 -1.67025 0.114
N 0.87551 -0.80114 3.02528 -0.306
S 0.03490 0.23377 2.27589 1.021
Cl 1.57927 -1.40863 -2.74549 -0.323
H -1.07064 1.32185 -0.14637 0.113
H 0.72324 -1.03038 0.22694 0.101
H -0.82886 0.69255 -2.42753 0.137
H 0.67784 -0.83042 3.95992 -0.048
H 0.35472 -0.56517 -1.73331 -0.183
```



Which structure wins on stability? entry i wins.



Entry i
The following is a DFT calculation (ωB97M-V with the def2-TZVPD basis set) of a structure of composition C5H13N2O.

Its frontier orbital gap is 11.9 eV. Its HOMO energy is -14.69 eV. Its net charge is +1.

```
21
Properties=species:S:1:pos:R:3:lowdin_charge:R:1
C -0.24070 -1.22092 1.92845 -0.045
C 0.78618 -0.41915 1.18042 -0.313
C 0.80063 -0.83602 -0.32750 -0.131
C 0.60053 0.15421 -1.48277 -0.082
C -0.72916 0.82085 -1.42566 -0.433
N -1.65472 0.64643 -2.37166 0.223
O -1.02384 1.54680 -0.44573 0.079
N 0.53324 1.07043 1.40884 0.101
H -1.10589 -0.66461 2.24810 0.086
H 0.21367 -1.86770 2.66916 0.096
H -0.85915 -1.80019 1.23341 0.083
H 1.78210 -0.49435 1.67635 0.152
H 1.63217 -1.54387 -0.49460 0.133
H 0.08575 -1.69551 -0.43315 0.122
H 1.43813 0.76254 -1.76532 0.128
H 0.44561 -0.58444 -2.34617 0.150
H -2.58968 0.96933 -2.16428 0.140
H -1.33094 0.59533 -3.32863 0.139
H 1.32943 1.70525 1.38721 0.141
H -0.25604 1.53836 0.53478 0.093
H 0.14267 1.31725 2.31876 0.139
```



Entry ii
The following is a DFT calculation (ωB97M-V with the def2-TZVPD basis set) of a cluster of 2 separate species, C5H13N2O in total.

Its frontier orbital gap (spin up / spin down) is 5.2 / 5.2 eV. Its HOMO energy (spin up / spin down) is -11.27 / -11.27 eV. Its net charge is +1.

```
21
Properties=species:S:1:pos:R:3:lowdin_charge:R:1
C -1.25760 0.52613 -0.59648 -0.234
C -1.49116 2.52908 0.74450 -0.104
C -2.64048 -1.58383 -0.32397 -0.037
C 4.04949 -0.64583 0.35986 0.010
C 2.06286 -0.66627 -0.81072 0.202
N -1.86602 1.19031 0.30738 -0.108
N -1.46011 -0.75415 -0.77161 -0.081
O 3.27725 -0.38206 -0.75086 0.017
H -2.29623 2.89975 1.42336 0.096
H -0.49553 2.60619 1.19420 0.071
H -1.42755 3.18694 -0.16726 0.094
H -3.56248 -1.32049 -0.88780 0.100
H -2.81039 -1.27462 0.71580 0.064
H -2.38178 -2.62642 -0.30582 0.072
H 4.43585 0.38053 0.67126 0.163
H 4.77444 -1.37793 0.12121 0.111
H 3.37831 -1.07200 1.08092 0.101
H 1.50575 -0.20737 -1.63677 0.127
H 1.53219 -1.08156 -0.01830 0.103
H -2.41123 0.78731 1.14920 0.165
H -0.91559 -1.11371 -1.49812 0.066
```



Entry iii
The following is a DFT calculation (ωB97M-V with the def2-TZVPD basis set) of a cluster of 2 separate species, C5H13N2O in total.

Its frontier orbital gap is 4.3 eV. Its HOMO energy is -11.92 eV. Its net charge is +1.

```
21
Properties=species:S:1:pos:R:3:lowdin_charge:R:1
C 3.43326 -0.46376 -0.15289 -0.167
O 3.41095 0.91051 -0.66784 0.003
C 2.21561 -0.80347 0.53816 0.170
C 0.91702 -0.74237 -0.12237 -0.100
C -0.04714 0.45028 0.21050 -0.235
C -2.01892 1.20386 0.32657 -0.007
N -1.45980 0.07686 0.00189 -0.079
N -4.26186 -0.28587 -0.24761 0.041
H 4.34987 -0.54914 0.43647 0.147
H 3.66345 -0.98108 -1.09461 0.181
H 2.75276 1.34952 -0.11194 0.088
H 2.24871 -1.38104 1.45991 0.160
H 1.21606 -0.70452 -1.17275 0.147
H 0.41819 -1.66632 0.19569 0.162
H 0.15793 0.66754 1.26738 0.119
H 0.29802 1.31879 -0.37002 0.124
H -2.20126 2.03067 -0.38697 0.112
H -2.44932 1.41415 1.32083 0.106
H -3.31312 -0.64759 -0.28560 -0.032
H -4.49204 -0.14280 -1.22540 0.029
H -4.83838 -1.05421 0.08059 0.032
```



Which structure wins on stability? entry i wins.